Below is a molecular structure, C23H26GeN4O2PdSe at a distorted geometry, with properties calculated with ωB97M-V with the def2-TZVPD basis set.

Cartesian coordinates (Å):
Pd 0.001200 -0.005100 -0.196800
O 1.158000 -3.865200 -0.494000
C 1.064700 -2.640600 -0.412100
N -0.114800 -1.923500 -0.379500
C -1.377200 -2.403400 -0.254500
C -1.747900 -3.755700 -0.164800
C -3.071900 -4.084400 -0.002600
C -4.064100 -3.095200 0.043700
C -3.744400 -1.762100 -0.046800
C -2.399100 -1.379300 -0.166600
N -1.924000 -0.109700 -0.184100
C -2.631200 1.062700 -0.051700
O -3.851400 1.162300 0.049400
C -1.725700 2.226200 -0.044300
C -2.265000 3.513500 0.007600
C -1.435200 4.608800 0.023300
C -0.049500 4.387300 -0.003400
C 0.420600 3.093900 -0.059800
N -0.365600 2.016300 -0.091100
C 2.224100 -1.744600 -0.283800
C 3.510400 -2.282200 -0.163100
C 4.592800 -1.452700 -0.003900
C 4.370000 -0.064400 0.008200
C 3.084000 0.405200 -0.128000
N 2.012200 -0.379300 -0.260700
H -0.987900 -4.517100 -0.226400
H -3.356800 -5.122200 0.080400
H -5.099100 -3.384600 0.153400
H -4.503600 -0.996900 -0.030700
H -3.340700 3.603300 0.035900
H -1.831100 5.610300 0.062100
H 0.641800 5.213900 0.029700
H 1.488300 2.912000 -0.078400
H 3.612600 -3.356900 -0.203100
H 5.590300 -1.849200 0.096900
H 5.193200 0.624100 0.108300
H 2.901600 1.472500 -0.132700
C -2.929300 1.409200 4.445600
Ge -1.879300 -0.054500 5.265600
C -1.800900 0.044800 7.256900
C -2.578700 -1.806900 4.642500
C 0.010800 0.222500 4.637700
Se 0.279100 -0.083100 2.698100
C 0.684100 -1.977000 2.912200
H -3.967400 1.385900 4.761200
H -2.901300 1.307200 3.363900
H -2.513500 2.377900 4.706100
H -2.794300 -0.044800 7.683600
H -1.377100 0.992000 7.577200
H -1.186500 -0.756300 7.657600
H -3.606000 -1.939100 4.969200
H -1.997300 -2.640100 5.026400
H -2.565900 -1.840000 3.556200
H 0.718200 -0.439400 5.135200
H 0.310700 1.252200 4.836000
H -0.027500 -2.408900 3.610900
H 1.703000 -2.071300 3.285800
H 0.598600 -2.469800 1.949000

Force components x, y, z for each atom (eV/Å):
Pd 1.383 0.097 -0.765
O -0.476 -0.435 -0.050
C 3.041 0.484 0.105
N -2.385 0.125 0.102
C 0.724 0.747 -0.052
C -0.488 -0.793 0.039
C 0.622 -0.089 -0.085
C -0.165 0.295 -0.013
C -0.083 0.166 -0.027
C -0.435 -0.391 0.080
N -0.633 0.798 -0.045
C -1.073 -1.744 -0.028
O 0.862 0.299 -0.057
C 1.331 1.440 -0.016
C -0.124 -0.797 -0.006
C 1.145 -0.134 0.000
C -1.026 0.338 0.061
C 0.411 -0.383 -0.024
N -1.559 0.760 0.126
C -1.277 -1.291 -0.203
C 0.834 0.172 0.040
C -0.471 -0.841 -0.116
C -0.389 0.703 -0.071
C 0.626 0.304 0.131
N -0.413 0.187 0.007
H 0.088 0.042 0.012
H 0.017 -0.099 -0.004
H -0.069 -0.009 -0.005
H -0.001 -0.017 0.083
H -0.053 -0.042 0.008
H -0.058 0.116 0.006
H 0.105 0.013 -0.034
H -0.108 -0.079 -0.009
H -0.035 -0.041 0.035
H 0.092 -0.087 0.015
H -0.013 0.159 0.004
H 0.004 -0.010 0.040
C 0.205 -0.373 0.247
Ge 0.526 -0.022 -0.092
C -0.189 -0.017 -0.645
C 0.167 0.518 0.200
C -0.502 -0.144 -0.166
Se -0.149 0.016 0.949
C 0.108 0.121 -0.008
H -0.152 -0.026 0.058
H 0.019 -0.070 -0.148
H 0.090 0.122 0.090
H -0.177 -0.012 0.085
H 0.059 0.140 -0.017
H 0.090 -0.123 -0.033
H -0.151 0.032 0.067
H 0.115 -0.056 0.076
H 0.046 0.020 -0.156
H 0.011 0.049 0.115
H -0.007 -0.021 0.039
H -0.008 -0.015 -0.011
H -0.085 -0.082 -0.019
H 0.033 -0.018 0.083

Properties
Calculated total energy = -5867.75481 Eh
Multiplicity = 3